{
  "formula": "C26H18BrIrN5O4S",
  "method": "ωB97M-V with the def2-TZVPD basis set",
  "orbital_gap_ev": [6.24, 6.24],
  "total_energy_ha": -4652.55555,
  "multiplicity": 1,
  "total_charge": 1,
  "species": ["Ir", "C", "O", "C", "C", "C", "Br", "C", "C", "C", "O", "C", "N", "C", "C", "C", "C", "C", "C", "N", "H", "H", "H", "H", "H", "H", "H", "H", "H", "H", "H", "O", "N", "O", "C", "C", "C", "C", "C", "C", "N", "C", "C", "N", "C", "C", "C", "C", "H", "H", "H", "H", "H", "H", "H", "S"],
  "coordinates": [[0.798819, 0.050835, -2.534725], [4.296854, 0.090224, -3.111939], [3.283119, 0.111762, -2.094529], [3.677148, 0.107270, -0.788139], [4.996684, 0.110030, -0.376947], [5.278404, 0.064794, 0.985457], [7.077484, 0.038971, 1.531072], [4.278572, 0.039714, 1.930780], [2.946381, 0.071570, 1.516893], [2.659884, 0.085760, 0.162971], [1.335433, 0.027722, -0.294149], [1.881093, 0.038050, 2.539035], [1.968961, -0.593270, 3.666279], [0.767248, -0.331634, 4.324580], [0.334787, -0.753668, 5.581382], [-0.902886, -0.322119, 6.009937], [-1.704787, 0.514488, 5.213400], [-1.293985, 0.933986, 3.964417], [-0.046973, 0.483378, 3.541849], [0.667787, 0.684490, 2.366853], [4.918228, 0.981826, -3.036835], [3.756868, 0.085100, -4.052990], [4.901474, -0.811076, -3.015557], [5.804869, 0.130650, -1.091911], [4.495006, 0.003612, 2.989023], [0.795620, -0.414640, 0.378462], [0.961141, -1.390790, 6.191547], [-1.267912, -0.626246, 6.981727], [-2.666321, 0.837044, 5.590254], [-1.914298, 1.579182, 3.355075], [0.496014, 1.429050, 1.713140], [-6.560934, -0.806244, -1.849871], [-5.567362, -1.370266, -1.459474], [-5.529492, -2.452502, -0.910265], [-4.268894, -0.680534, -1.664161], [-4.302185, 0.664462, -1.688403], [-3.086541, 1.417404, -1.831520], [-3.021030, 2.822289, -1.881490], [-1.799213, 3.427324, -2.038112], [-0.642033, 2.643282, -2.144966], [-0.693397, 1.319184, -2.098225], [-1.898576, 0.716716, -1.949185], [-1.884925, -0.706744, -1.949759], [-0.658542, -1.265676, -2.119904], [-0.552440, -2.584336, -2.176090], [-1.680803, -3.403990, -2.062424], [-2.923612, -2.852756, -1.879855], [-3.051503, -1.448260, -1.809938], [-5.251293, 1.176404, -1.602825], [-3.929160, 3.407394, -1.805453], [-1.707067, 4.502630, -2.089394], [0.334975, 3.086350, -2.272496], [0.439327, -2.988708, -2.318678], [-1.556991, -4.475366, -2.123628], [-3.793597, -3.482832, -1.789767], [1.004591, 0.078716, -4.620517]],
  "forces_ev_per_angstrom": [[-0.72, -0.04, -0.08], [-0.04, 0.01, 0.16], [0.34, 0.00, -0.08], [-0.04, 0.02, -0.19], [0.03, -0.01, 0.12], [-0.01, 0.00, -0.08], [0.10, 0.00, 0.04], [-0.07, 0.07, 0.05], [-0.08, -0.05, 0.13], [-0.18, -0.09, 0.00], [0.26, 0.09, 0.12], [0.13, 0.04, -0.16], [-0.18, 0.01, 0.08], [0.21, -0.13, 0.09], [0.02, -0.02, 0.01], [-0.03, 0.03, -0.03], [0.01, -0.04, 0.05], [0.02, -0.06, -0.03], [-0.06, 0.15, -0.14], [-0.13, -0.05, 0.03], [0.02, 0.00, -0.02], [-0.01, 0.00, -0.01], [0.02, 0.00, -0.01], [-0.02, 0.00, 0.01], [0.01, -0.01, -0.03], [-0.04, 0.03, -0.02], [-0.02, 0.01, -0.01], [0.00, 0.00, -0.01], [0.01, 0.00, 0.01], [0.02, 0.00, 0.00], [0.08, 0.05, -0.01], [0.02, 0.04, 0.07], [0.13, -0.10, -0.16], [-0.05, 0.08, 0.04], [-0.05, -0.13, 0.04], [0.15, 0.14, -0.03], [-0.27, 0.18, 0.02], [-0.09, -0.03, 0.01], [0.11, -0.09, 0.00], [-0.15, 0.15, 0.05], [0.23, 0.03, -0.01], [0.03, -0.21, 0.03], [0.06, 0.19, 0.02], [0.19, -0.02, 0.00], [-0.16, -0.15, 0.05], [0.12, 0.09, 0.00], [-0.08, 0.04, 0.00], [-0.21, -0.20, 0.05], [0.01, -0.01, 0.01], [0.03, 0.00, 0.00], [0.00, -0.01, 0.00], [0.01, -0.01, -0.03], [0.00, 0.01, -0.02], [0.01, 0.00, 0.00], [0.02, -0.01, 0.00], [0.28, 0.01, -0.16]]
}

=====

{
  "formula": "C26H18N4O11P2Re",
  "method": "ωB97M-V with the def2-TZVPD basis set",
  "orbital_gap_ev": [6.56, 5.76],
  "total_energy_ha": -2809.65190,
  "e_above_lowest_kcal_mol": 0.0,
  "s2": 3.769,
  "multiplicity": 4,
  "species": ["Re", "O", "C", "O", "C", "C", "C", "N", "C", "C", "C", "C", "C", "C", "C", "N", "C", "C", "C", "C", "C", "N", "H", "H", "H", "H", "H", "H", "H", "H", "H", "H", "O", "C", "O", "C", "C", "C", "C", "C", "C", "C", "C", "C", "N", "H", "H", "H", "H", "H", "H", "O", "P", "O", "O", "O", "P", "O", "O", "O", "H", "H"],
  "coordinates": [[0.171933, 0.096605, -0.850238], [5.768000, 1.662217, 2.970414], [5.386605, 0.509942, 2.749188], [5.857467, -0.622937, 2.901658], [3.927207, 0.468433, 2.096527], [3.372689, -0.746399, 1.729830], [2.130499, -0.759813, 1.135047], [1.454280, 0.383717, 0.844210], [1.960607, 1.562450, 1.269759], [3.194699, 1.622415, 1.902247], [1.124139, 2.773540, 1.118686], [1.672239, 4.049179, 1.052286], [0.817362, 5.134757, 0.964092], [-0.549962, 4.917727, 0.963316], [-1.002963, 3.610090, 1.042909], [-0.192480, 2.565007, 1.116510], [1.448476, -1.997115, 0.745972], [1.779943, -3.254821, 1.216573], [1.022425, -4.346189, 0.821366], [-0.059242, -4.151145, -0.024932], [-0.349138, -2.872333, -0.446597], [0.391666, -1.815651, -0.077728], [3.951492, -1.646095, 1.891490], [3.603678, 2.558765, 2.255513], [2.743182, 4.194525, 1.038858], [1.214542, 6.138281, 0.894884], [-1.251621, 5.736487, 0.892694], [-2.067114, 3.393952, 1.052784], [2.607405, -3.375140, 1.900318], [1.269117, -5.336336, 1.179412], [-0.671221, -4.974316, -0.361218], [-1.178655, -2.680180, -1.109882], [-1.991465, 2.911358, -2.738057], [-1.517416, 2.060589, -2.030864], [-0.271638, 1.861130, -1.734157], [-2.453749, 1.134156, -1.245602], [-3.831900, 1.119095, -1.463351], [-4.607039, 0.264415, -0.732147], [-4.024066, -0.477643, 0.320258], [-4.776378, -1.300588, 1.187772], [-4.181861, -1.931768, 2.243264], [-2.807653, -1.747624, 2.489966], [-2.044493, -0.988738, 1.647110], [-2.627729, -0.364416, 0.525263], [-1.856073, 0.376327, -0.333750], [-4.234695, 1.762089, -2.232660], [-5.666311, 0.167547, -0.934767], [-5.840737, -1.396679, 1.013458], [-4.764584, -2.552568, 2.909867], [-2.356750, -2.203913, 3.361272], [-0.994995, -0.816681, 1.844167], [3.580896, -0.443564, -3.588298], [2.078638, -0.119756, -3.190227], [1.519127, 1.024220, -3.890671], [2.039141, -0.112530, -1.634248], [1.360895, -1.547611, -3.547180], [-0.251905, -1.669079, -3.554158], [-0.715855, -1.057576, -4.942205], [-0.635006, -3.076074, -3.368273], [-0.777921, -0.665500, -2.506601], [3.910632, -1.243299, -3.152662], [-0.806363, -1.764935, -5.598449]],
  "forces_ev_per_angstrom": [[0.20, 0.90, -0.84], [0.17, -0.09, 0.11], [-0.83, 0.03, -0.37], [0.18, 0.07, 0.08], [0.79, 0.09, 0.36], [-0.45, -0.10, -0.18], [0.43, 0.14, 0.09], [-0.23, 0.13, 0.09], [0.14, -0.04, 0.06], [-0.28, -0.09, -0.16], [-0.24, 0.18, -0.01], [0.12, -0.01, -0.11], [-0.03, -0.01, 0.02], [0.01, -0.03, -0.02], [-0.06, 0.08, -0.03], [-0.03, -0.28, 0.01], [-0.13, 0.03, -0.06], [0.03, -0.02, 0.06], [-0.08, 0.12, -0.09], [0.10, -0.05, 0.13], [-0.18, -0.01, -0.07], [0.22, -0.86, 0.17], [0.02, 0.04, 0.12], [0.06, -0.03, 0.02], [0.00, -0.04, 0.00], [0.02, -0.01, -0.01], [-0.01, 0.00, 0.01], [0.01, 0.01, -0.02], [0.02, 0.04, -0.03], [0.02, 0.00, 0.00], [-0.02, 0.03, -0.03], [0.02, 0.01, -0.02], [0.24, -0.09, 0.05], [-0.95, 0.04, 0.18], [0.84, -0.39, 0.41], [0.35, 0.04, 0.04], [-0.22, 0.01, -0.05], [0.13, 0.07, -0.02], [0.25, 0.03, -0.07], [-0.09, -0.03, 0.08], [-0.08, 0.04, -0.05], [0.08, 0.02, -0.06], [0.13, 0.02, -0.01], [-0.18, -0.14, 0.21], [-0.55, 0.14, 0.07], [0.06, 0.00, -0.03], [-0.02, 0.02, 0.06], [0.00, -0.02, -0.01], [-0.03, 0.01, -0.01], [0.02, 0.00, -0.01], [0.00, 0.00, 0.06], [-0.18, -0.16, 0.28], [0.81, -0.19, -1.03], [0.03, -0.09, -0.02], [-1.01, 0.11, 0.34], [-0.38, 0.44, 0.15], [0.17, -0.81, -0.70], [-0.03, -0.16, 0.06], [0.00, 0.12, 0.01], [0.56, 0.38, 0.78], [0.06, 0.17, -0.10], [-0.02, 0.18, 0.09]]
}

=====

- What is the formula in the first record?
  C26H18BrIrN5O4S